No. 1
The following is a DFT calculation (ωB97M-V/def2-TZVPD) of the molecule C4H5NO.

Output
SMILES: Oc1cc[nH]c1
E_LUMO: 1.01 eV

Structure (XYZ):
```
11
Properties=species:S:1:pos:R:3:forces:R:3
O 2.121 -0.109 -0.069 -0.3546 3.2351 1.6073
C 0.724 -0.010 0.060 0.5695 2.3215 -0.6760
C -0.106 1.196 0.006 -1.3931 -0.0608 -0.6427
C -1.431 0.698 -0.092 -0.3195 0.1978 2.4402
N -1.396 -0.692 -0.044 -0.7889 0.8374 0.0714
C -0.081 -1.089 0.061 0.3216 -2.5274 -0.3326
H 2.454 0.806 0.310 -0.7155 -2.9011 -1.2197
H 0.062 2.324 -0.086 0.3158 -2.0680 0.3934
H -2.399 1.133 0.393 1.8389 -0.3399 -1.7305
H -2.307 -1.186 0.038 1.7592 0.0846 -0.0198
H 0.363 -2.125 -0.012 -1.2333 1.2211 0.1091
```
Forces are in eV/Å.

No. 2
The following is a DFT calculation (ωB97M-V/def2-TZVPD) of the molecule C4H5NO.

Output
SMILES: [O-][N+]1=C[C@H]2C[C@H]21
E_LUMO (alpha / beta): 0.08 / 0.35 eV

Structure (XYZ):
```
11
Properties=species:S:1:pos:R:3:forces:R:3
O 2.582 -0.191 -0.132 -3.8218 1.8314 0.1672
N 1.354 0.209 0.030 -1.2882 1.3033 0.5304
C 0.384 1.363 -0.101 2.9040 -4.1872 -0.2106
C -0.759 0.467 0.291 -0.8214 1.3852 1.7751
C -0.814 -0.801 -0.531 -0.9494 -0.0968 3.7230
C 0.176 -0.642 0.620 1.5886 0.8747 -1.6969
H 0.383 2.161 -0.818 0.5724 0.2964 -0.1646
H -1.591 0.908 0.946 1.2595 -1.1319 -1.0787
H -1.630 -1.468 -0.274 -0.0575 -0.0258 -0.2661
H -0.510 -0.746 -1.494 1.0402 -0.0896 -2.8706
H 0.426 -1.259 1.465 -0.4265 -0.1596 0.0920
```
Forces are in eV/Å.

No. 3
The following is a DFT calculation (ωB97M-V/def2-TZVPD) of a cluster of 2 separate species, C4H5NO in total.

Output
SMILES: N#C/C=C1\CO1.[H][H]
E_LUMO: 0.85 eV

Structure (XYZ):
```
11
Properties=species:S:1:pos:R:3:forces:R:3
N -1.252 -1.706 2.376 0.3678 0.9147 -0.4918
C -0.910 -0.750 1.817 -0.3152 -0.8249 0.4559
C -0.517 0.427 1.109 -0.0335 0.0392 -0.2001
C -0.393 0.374 -0.212 -0.0200 -0.0411 0.1823
C -0.374 -0.254 -1.497 -0.0631 -0.2688 -0.0716
O -0.099 1.172 -1.236 0.0068 0.1432 0.0933
H -0.344 1.350 1.652 -0.0631 -0.1286 -0.0743
H 0.501 -0.818 -1.813 -0.1439 0.0706 0.1039
H -1.309 -0.455 -2.012 0.1299 0.0979 0.0296
H 2.335 0.169 0.243 0.0530 0.0121 -0.0883
H 2.363 0.491 -0.427 0.0813 -0.0143 0.0611
```
Forces are in eV/Å.

No. 4
The following is a DFT calculation (ωB97M-V/def2-TZVPD) of the molecule C4H5NO.

Output
SMILES: [H]/N=C1/C=CCO1
E_LUMO: 0.82 eV

Structure (XYZ):
```
11
Properties=species:S:1:pos:R:3:forces:R:3
H 2.574 -0.712 -0.747 0.5013 -0.7835 0.5551
N 2.222 0.110 -0.287 -0.2125 -0.2223 0.0473
C 1.061 -0.025 0.195 0.3638 0.3297 -0.3051
C 0.178 1.127 0.047 -0.1501 0.2264 0.1209
C -1.006 0.595 -0.226 -0.3472 0.2376 0.2256
C -1.059 -0.786 0.363 -0.1339 0.0637 -0.1975
O 0.331 -1.153 0.498 0.2408 0.2033 -0.2360
H 0.621 2.107 -0.088 -0.3494 -0.1976 -0.3507
H -1.776 0.987 -0.863 -0.4739 0.4101 0.4025
H -1.601 -1.515 -0.245 0.3069 -0.0532 -0.0186
H -1.545 -0.735 1.352 0.2542 -0.2141 -0.2435
```
Forces are in eV/Å.

So what do the calculations give for energy relative to the best compared isomer or geometry (same formula, charge and spin)? Going down the list: 1.487, 5.760, 3.335, 1.687 eV.
So what do the calculations give for strongest force on any atom? Going down the list: 3.63, 5.10, 1.10, 1.08 eV Å⁻¹.